A | C4H14N3 | ωB97M-V/def2-TZVPD

The geometry in ORCA input format:
```
! RIJCOSX wB97M-V def2-TZVPD def2/J DEFGRID3
* xyz 1 1
C -0.61219 2.49041 -1.45155
N -0.81408 1.89563 -0.18102
C 0.12725 1.46065 0.64371
N -0.05572 1.01886 1.90484
H -1.20610 3.38966 -1.48207
H -1.00254 1.81181 -2.26174
H 0.41500 2.78510 -1.57430
H -1.76767 1.58497 0.02562
H 1.17526 1.51144 0.35473
H -0.90009 0.47483 2.04305
H 0.81491 0.55044 2.17611
C 1.53999 -1.76916 0.02208
C 0.12284 -2.31230 0.24384
N -0.87737 -1.32360 -0.20334
H 1.52006 -0.71627 0.04663
H 2.25912 -2.11371 0.80361
H 1.98999 -2.07818 -0.94648
H 0.03452 -3.25825 -0.29079
H -0.07714 -2.46747 1.30906
H -0.85179 -1.34153 -1.22515
H -1.83424 -1.59334 0.04316
*
```

Output
molecular weight	104.177	g mol⁻¹
Kohn-Sham gap	9.74	eV

Charges computed using Mulliken, reported in e: -0.787, -0.092, -0.034, -0.363, 0.323, 0.282, 0.330, 0.280, 0.381, 0.285, 0.326, -0.769, -0.457, -0.521, 0.057, 0.299, 0.334, 0.341, 0.321, 0.228, 0.237


B | C4H14N3 | ωB97M-V/def2-TZVPD

The geometry in ORCA input format:
```
! RIJCOSX wB97M-V def2-TZVPD def2/J DEFGRID3
* xyz 1 1
C 1.76738 0.84925 -1.28553
C 1.69122 2.19883 -1.97354
H 2.87990 0.67825 -1.32771
H 1.74559 1.08440 -0.12414
H 1.25839 -0.01892 -1.63572
H 2.46384 2.88781 -1.47123
H 1.58094 2.20094 -3.03727
H 0.78154 2.79225 -1.56188
C -2.56716 0.21211 0.71561
C -0.53997 -1.38883 1.06163
N -1.14049 -0.16244 1.08029
N 0.90551 -1.28258 0.99349
N -1.19223 -2.62848 0.90653
H -0.89941 0.30103 1.92838
H 1.37819 -0.50965 1.57639
H 1.30859 -2.16680 0.99101
H -2.12994 -2.50866 0.57527
H -0.67528 -3.49677 0.68689
H -3.02415 -0.67050 0.42795
H -2.53368 1.00872 -0.09758
H -3.05877 0.62004 1.57117
*
```

Output
molecular weight	104.177	g mol⁻¹
Kohn-Sham gap	9.67	eV

Charges computed using Mulliken, reported in e: -0.611, -0.905, 0.311, 0.051, 0.349, 0.259, 0.333, 0.219, -0.783, 0.547, -0.194, -0.383, -0.346, 0.294, 0.310, 0.194, 0.201, 0.272, 0.310, 0.252, 0.319


Going by the energies, A is most stable and the next is 1.274 eV up.


A | C4H14N3 | ωB97M-V/def2-TZVPD

The geometry in ORCA input format:
```
! RIJCOSX wB97M-V def2-TZVPD def2/J DEFGRID3
* xyz 1 1
C 1.53674 -1.02047 1.17389
C 0.69879 -0.73228 -1.10540
N 1.43123 -0.31097 -0.09413
N -0.21738 -1.67036 -0.93816
N 0.92041 -0.18822 -2.30645
H 1.79273 0.62790 -0.02734
H -0.62858 -1.87476 -0.04236
H -0.52296 -2.23421 -1.71408
H 1.84276 0.07740 -2.60824
H 0.21257 -0.03363 -3.00554
H 0.88522 -0.60159 1.94493
H 2.54151 -0.93527 1.57519
H 1.26708 -2.07230 1.15327
C -2.61647 2.07155 1.10956
C -1.33357 1.60337 1.78487
H -2.46742 3.01090 0.58462
H -3.09352 1.27977 0.54765
H -3.29584 2.29117 1.93800
H -0.71436 2.32968 2.29698
H -0.59909 0.98477 1.24436
H -1.58355 0.84976 2.54011
*
```

Output
molecular weight	104.177	g mol⁻¹
Kohn-Sham gap	11.42	eV

Charges computed using Mulliken, reported in e: -0.999, 0.691, -0.196, -0.352, -0.419, 0.281, 0.237, 0.237, 0.241, 0.230, 0.318, 0.352, 0.380, -0.893, -0.415, 0.292, 0.296, 0.279, 0.382, -0.253, 0.312


B | C4H14N3 | ωB97M-V/def2-TZVPD

The geometry in ORCA input format:
```
! RIJCOSX wB97M-V def2-TZVPD def2/J DEFGRID3
* xyz 1 1
C -1.16585 1.79284 0.33369
C -0.87466 -2.00695 0.29626
C 2.39281 0.76790 -0.97128
C -0.56472 0.43928 0.18845
N -2.74222 -0.40572 0.22228
N -1.35142 -0.58985 0.25633
N 2.20270 -0.31353 0.02004
H -1.92893 1.89819 -0.33331
H -0.47504 2.55341 0.21482
H -1.65357 1.87450 1.30727
H -1.19206 -2.43272 -0.60517
H 0.19408 -2.07330 0.40462
H -1.61221 -2.43199 1.06402
H 1.46308 1.28688 -1.30630
H 2.96670 1.77494 -0.68434
H 2.76972 0.26804 -1.83124
H 0.47962 0.17389 0.02132
H -3.18987 0.43510 0.68496
H -3.24730 -1.24729 0.18731
H 2.66375 -0.01371 0.90887
H 2.93480 -0.90862 -0.26174
*
```

Output
molecular weight	104.177	g mol⁻¹
Kohn-Sham gap	10.45	eV

Charges computed using Mulliken, reported in e: -1.736, -0.789, -0.766, 0.823, -0.665, 0.420, -0.641, 0.531, 0.333, 0.472, 0.403, 0.304, 0.272, 0.192, 0.265, 0.342, 0.236, 0.247, 0.231, 0.217, 0.309


Going by the energies, A is most stable and the next is 3.061 eV up.


A | C4H14N3 | ωB97M-V/def2-TZVPD

The geometry in ORCA input format:
```
! RIJCOSX wB97M-V def2-TZVPD def2/J DEFGRID3
* xyz 1 1
C 0.29032 1.84395 1.11595
C 1.86044 0.25061 -0.25258
N 0.77945 0.57898 0.51266
N 2.57016 1.17822 -1.02544
N 2.15065 -1.07994 -0.40436
H 0.39783 -0.28831 0.94998
H 2.23433 2.03306 -1.23018
H 3.52184 0.92610 -1.22943
H 1.78040 -1.83907 0.15518
H 2.59254 -1.42207 -1.34292
H -0.46919 1.53624 1.72371
H -0.24542 2.47348 0.30026
H 1.10984 2.32668 1.70324
C -2.29699 -1.75182 0.22071
C -2.31718 -0.40872 -0.51257
H -3.13119 -1.79137 0.87322
H -2.24348 -2.50098 -0.49460
H -1.60189 -1.84528 0.95601
H -3.28115 -0.17215 -0.94663
H -2.14367 0.29479 0.37226
H -1.55765 -0.34240 -1.44445
*
```

Output
molecular weight	104.177	g mol⁻¹
Kohn-Sham gap	11.35	eV

Charges computed using Mulliken, reported in e: -1.028, 0.721, -0.108, -0.366, -0.456, 0.179, 0.205, 0.240, 0.221, 0.265, 0.418, 0.354, 0.341, -1.108, -0.497, 0.369, 0.314, 0.363, 0.377, 0.032, 0.164


B | C4H14N3 | ωB97M-V/def2-TZVPD

The geometry in ORCA input format:
```
! RIJCOSX wB97M-V def2-TZVPD def2/J DEFGRID3
* xyz 1 1
C 0.35641 2.08660 0.86226
C 1.88217 0.26280 -0.09795
N 0.83959 0.69294 0.66776
N 2.75859 1.24624 -0.69573
N 2.22113 -0.99644 -0.39466
H 0.28437 -0.04828 1.10121
H 2.82451 2.15574 -0.52011
H 3.42567 0.82511 -1.26590
H 1.66027 -1.78641 -0.68372
H 3.12363 -1.08778 -1.08825
H 0.18826 2.43619 1.94784
H -0.72095 2.12504 0.68620
H 1.04873 2.85149 0.48440
C -2.49016 -2.05428 0.25802
C -2.43314 -0.71549 -0.44045
H -3.58346 -2.20746 0.42182
H -2.22108 -2.75872 -0.47387
H -1.89797 -2.25868 1.02359
H -2.58334 -0.70040 -1.48846
H -3.23659 -0.00128 -0.06311
H -1.44664 -0.06693 -0.24089
*
```

Output
molecular weight	104.177	g mol⁻¹
Kohn-Sham gap	11.23	eV

Charges computed using Mulliken, reported in e: -0.752, 0.720, -0.153, -0.305, -0.475, 0.288, 0.137, 0.115, 0.290, 0.283, 0.315, 0.271, 0.280, -0.977, -0.472, 0.267, 0.306, 0.415, 0.355, 0.266, -0.172


C | C4H14N3 | ωB97M-V/def2-TZVPD

The geometry in ORCA input format:
```
! RIJCOSX wB97M-V def2-TZVPD def2/J DEFGRID3
* xyz 1 1
N -0.54686 -1.05902 0.71138
C -0.27579 0.08380 -0.19263
C 1.12990 0.08601 -0.73276
C 2.20628 0.11493 0.36360
N 1.68853 0.73276 1.61104
C -1.37325 0.10721 -1.26555
N -2.70125 0.09995 -0.69297
H -1.52024 -1.04524 1.03777
H 0.10388 -1.06139 1.49845
H -0.41035 -1.94839 0.21965
H -0.43227 0.97149 0.40837
H 1.31074 -0.64707 -1.50726
H 1.15721 1.08528 -1.15189
H 2.63651 -0.83335 0.65760
H 3.02765 0.69580 -0.06749
H 2.15923 0.29301 2.39316
H 2.02026 1.69100 1.71046
H -1.26227 -0.75581 -1.92002
H -1.19048 0.98919 -1.86318
H -2.88157 0.76151 0.03692
H -3.34588 -0.55205 -1.08753
*
```

Output
molecular weight	104.177	g mol⁻¹
SMILES string	NCC[C@H]([NH3+])CN
Kohn-Sham gap	10.04	eV

Charges computed using Mulliken, reported in e: -0.164, -0.110, -0.792, -0.645, -0.554, -0.802, -0.450, 0.422, 0.329, 0.379, 0.287, 0.389, 0.365, 0.370, 0.365, 0.221, 0.227, 0.436, 0.310, 0.214, 0.203


Going by the energies, C is most stable and the next is 0.712 eV up.


A | C4H14N3 | ωB97M-V/def2-TZVPD

The geometry in ORCA input format:
```
! RIJCOSX wB97M-V def2-TZVPD def2/J DEFGRID3
* xyz 1 1
C 2.79005 -0.01106 0.28399
C -2.14903 1.02833 -0.06642
C 1.36380 -0.48439 -0.28707
C 0.41610 0.62980 -0.10324
N -1.17339 -0.87212 -1.12081
N -0.96239 -0.42559 1.27355
N -0.93769 0.04719 -0.06653
H 3.35393 0.56438 -0.44535
H 2.47011 0.51307 1.26244
H 3.38514 -0.90202 0.57728
H -2.98972 0.38432 0.08342
H -1.81935 1.63044 0.86912
H -2.04436 1.63942 -1.00234
H 1.06450 -1.47888 0.23836
H 1.35442 -0.82602 -1.30720
H 0.48751 1.17171 0.85506
H 0.45221 1.46994 -0.87240
H -0.44174 -1.37690 -1.58040
H -2.05186 -0.83941 -1.54829
H -0.60247 -1.34515 1.33631
H -1.96575 -0.51707 1.62052
*
```

Output
molecular weight	104.177	g mol⁻¹
SMILES string	CCC[N+](C)(N)N
Kohn-Sham gap	11.91	eV

Charges computed using Mulliken, reported in e: -1.172, -0.949, -0.499, -0.317, -0.634, -0.544, 0.715, 0.339, 0.309, 0.337, 0.467, 0.365, 0.343, 0.317, 0.404, 0.351, 0.267, 0.184, 0.179, 0.228, 0.311


B | C4H14N3 | ωB97M-V/def2-TZVPD

The geometry in ORCA input format:
```
! RIJCOSX wB97M-V def2-TZVPD def2/J DEFGRID3
* xyz 1 1
C -1.08980 -0.02811 -2.14403
C 0.19141 -0.43421 -2.32757
N 0.85911 -0.43944 -3.53023
N -1.47023 -0.08551 -0.70578
H -1.71268 0.54362 -2.82295
H 0.74022 -0.91649 -1.50389
H 1.55828 -1.17327 -3.74931
H 0.35268 -0.03493 -4.33569
H -2.30473 -0.64085 -0.41393
H -1.63480 0.83544 -0.36213
H -0.66698 -0.42448 -0.11490
C 1.54082 0.72481 2.58984
C 0.35910 0.37271 1.71325
N -0.72024 -0.22218 2.50136
H 1.87424 -0.19234 3.10930
H 2.33479 1.16612 1.96746
H 1.21607 1.46160 3.34507
H -0.00596 1.27293 1.19055
H 0.70422 -0.33291 0.92775
H -1.61340 -0.20228 1.99539
H -0.51214 -1.25023 2.67044
*
```

Output
molecular weight	104.177	g mol⁻¹
Kohn-Sham gap	9.87	eV

Charges computed using Mulliken, reported in e: -0.390, -0.018, -0.430, -0.264, 0.378, 0.278, 0.261, 0.236, 0.371, 0.415, 0.039, -1.191, -0.134, -0.588, 0.305, 0.350, 0.312, 0.363, 0.184, 0.254, 0.269


Going by the energies, B is most stable and the next is 1.976 eV up.


A | C10H28AgClFO10P2 | ωB97M-V/def2-TZVPD

The geometry in ORCA input format:
```
! RIJCOSX wB97M-V def2-TZVPD def2/J DEFGRID3
* xyz -1 1
Ag -0.19480 0.73164 -0.95753
F -1.09083 2.68416 -0.40256
Cl 1.06142 1.73243 -3.12599
C -2.34050 2.07283 -3.84980
O -1.98417 0.81938 -4.45819
P -2.22020 -0.50410 -3.67758
O -1.95911 -0.46060 -2.24752
O -3.69182 -0.91360 -4.09727
C -4.27728 -2.05604 -3.50803
O -1.35953 -1.55548 -4.48305
C 0.06231 -1.34587 -4.47570
H -1.78579 2.85190 -4.36158
H -2.07944 2.10182 -2.79011
H -3.41134 2.26503 -3.98261
H -4.52213 -2.78626 -4.28604
H -5.20760 -1.79556 -3.00063
H -3.61862 -2.54672 -2.78785
H 0.37042 -0.57645 -3.76188
H 0.38997 -1.03914 -5.46945
H 0.55997 -2.28852 -4.24096
C 3.80090 2.32423 5.20584
O 2.55986 2.87109 4.77111
P 1.69628 2.09165 3.70536
O 0.42805 2.71447 3.40000
O 2.76223 1.87113 2.57922
C 2.39165 1.28730 1.32219
O 1.55719 0.62934 4.33005
C 0.27202 0.03787 4.49589
H 4.08372 2.87273 6.10303
H 4.57283 2.47329 4.44932
H 3.70809 1.26218 5.43101
H 1.35089 0.96032 1.30499
H 3.00460 0.39739 1.17065
H 2.54641 1.95998 0.48253
H -0.50492 0.63523 4.02156
H 0.07060 -0.10716 5.55696
H 0.27974 -0.94577 4.01693
C 2.42012 -1.60026 -1.06587
O 1.10771 -1.37783 -0.60215
C 0.85057 -2.04266 0.60340
C -0.56208 -1.75426 1.08962
O -0.77507 -0.37461 1.01667
C -2.05874 0.07869 1.38533
H 2.60132 -2.65358 -1.31171
H 3.17751 -1.29042 -0.33246
H 2.55045 -0.96529 -1.94303
H 1.60251 -1.78580 1.36084
H 0.91165 -3.13342 0.44602
H -0.62416 -2.15675 2.11341
H -1.28968 -2.27839 0.45551
H -2.32125 -0.23386 2.40654
H -2.81571 -0.32337 0.69790
H -2.05621 1.16569 1.29762
*
```

Output
molecular weight	532.591	g mol⁻¹
Kohn-Sham gap	6.55	eV

Charges computed using Mulliken, reported in e: 0.774, -0.881, -0.727, -0.512, -0.259, 0.370, -0.059, -0.397, -0.657, -0.355, -0.340, 0.190, 0.245, 0.262, 0.264, 0.254, 0.259, -0.036, 0.244, 0.208, -0.614, -0.346, 1.143, -0.727, -0.366, 0.062, -0.332, -0.569, 0.244, 0.239, 0.284, -0.202, 0.137, 0.280, 0.318, 0.313, 0.097, -0.910, -0.027, -0.732, -0.789, 0.608, -1.037, 0.291, 0.305, 0.250, 0.364, 0.404, 0.339, 0.337, 0.302, 0.170, 0.319


B | C10H28AgClFO10P2 | ωB97M-V/def2-TZVPD

The geometry in ORCA input format:
```
! RIJCOSX wB97M-V def2-TZVPD def2/J DEFGRID3
* xyz -1 1
Ag 15.78158 -6.44841 -1.61464
F 18.39180 -3.51145 0.02275
Cl 12.61396 -2.88567 -3.68034
C 11.18004 -6.20386 7.10753
O 12.00976 -6.48182 5.95103
P 11.63350 -6.01108 4.41675
O 12.51427 -6.55336 3.37026
O 10.06399 -6.35484 4.28401
C 9.66822 -7.73357 4.29254
O 11.53380 -4.37673 4.52784
C 12.74086 -3.60223 4.32799
H 10.50240 -5.37751 6.89290
H 11.79857 -5.89920 7.95175
H 10.62096 -7.12165 7.28972
H 10.55160 -8.34034 4.49152
H 9.20586 -8.03227 3.35174
H 8.88715 -7.78857 5.05082
H 13.66607 -4.17607 4.27529
H 12.83356 -2.97291 5.21312
H 12.63570 -2.96317 3.45127
C 20.37965 -5.01927 7.78177
O 20.24926 -6.39733 8.08270
P 21.30642 -7.46931 7.55609
O 22.72811 -7.18429 7.97350
O 20.68229 -8.79591 8.32241
C 21.47868 -9.86557 8.89596
O 20.92778 -7.71379 5.99189
C 19.61004 -7.99156 5.56717
H 21.29140 -4.70943 7.27104
H 20.34838 -4.44410 8.70713
H 19.44262 -4.71529 7.31523
H 21.13029 -10.34166 9.81250
H 22.48295 -9.48666 9.08569
H 21.42587 -10.69403 8.18958
H 19.09705 -7.15522 5.09233
H 18.96863 -8.40771 6.34403
H 19.64360 -8.74693 4.78206
C 13.60759 -10.47703 -2.53381
O 14.99999 -10.37899 -2.87724
C 15.76596 -11.58529 -2.75899
C 17.22155 -11.31602 -3.03555
O 17.70820 -10.33284 -2.05446
C 19.05229 -9.95031 -2.26754
H 13.13661 -11.03344 -3.34417
H 13.07879 -9.53679 -2.37751
H 13.52809 -11.00172 -1.58172
H 15.47829 -12.22230 -3.59539
H 15.71560 -12.14287 -1.82375
H 17.32117 -10.89765 -4.03712
H 17.72570 -12.27801 -2.94322
H 19.74738 -10.78969 -2.24783
H 19.41522 -9.30517 -1.46743
H 19.19071 -9.49000 -3.24583
*
```

Output
molecular weight	532.591	g mol⁻¹
Kohn-Sham gap	3.41	eV

Charges computed using Mulliken, reported in e: 0.814, -0.880, -0.934, -0.615, -0.304, 1.018, -0.650, -0.324, -0.638, -0.315, -0.669, 0.313, 0.266, 0.243, 0.344, 0.252, 0.222, 0.337, 0.256, 0.263, -0.710, -0.270, 1.006, -0.689, -0.322, -0.635, -0.293, -0.659, 0.340, 0.258, 0.286, 0.240, 0.312, 0.256, 0.291, 0.317, 0.273, -0.725, -0.287, -0.559, -0.539, -0.288, -0.767, 0.271, 0.263, 0.310, 0.344, 0.377, 0.358, 0.358, 0.294, 0.277, 0.313


Going by the energies, A is most stable and the next is 6.764 eV up.